ORCA calculation (ωB97M-V with the def2-TZVPD basis set) on a 2-piece molecular cluster, CO2S overall in a non-equilibrium geometry.

Results
DFT total energy ... -586.68967 Eh
Frontier orbital gap (spin up / spin down) ... 7.41 / 7.36 eV
Net charge ... 0
ΔE to the lowest compared entry with this formula, charge and spin ... 11.7 kcal per mole
HOMO level (spin up / spin down) ... -10.196 / -10.198 eV

Geometry as XYZ:
```
4
CO2S | the Open Molecules 2025 dataset | ωB97M-V with the def2-TZVPD basis set
C 0.69926 0.06567 0.00311
O 0.94735 -1.08372 -0.00435
O 0.38495 1.14066 -0.00374
S -2.03157 -0.12261 0.00498
```

Okay, here come the Mulliken numbers, in e, for every atom:
1. C 0.74
2. O -0.39
3. O -0.32
4. S -0.03

***

ORCA calculation (ωB97M-V with the def2-TZVPD basis set) on one molecule with the formula C6H5BrS in a non-equilibrium geometry.

Results
DFT total energy ... -3203.82380 Eh
Frontier orbital gap ... 9.42 eV
Structure (SMILES) ... Sc1cccc(Br)c1
Net charge ... 0
ΔE to the lowest compared entry with this formula, charge and spin ... 2.1 kcal per mole
HOMO level ... -8.734 eV

Geometry as XYZ:
```
13
C6H5BrS | the Open Molecules 2025 dataset | ωB97M-V with the def2-TZVPD basis set
S -1.30844 -1.30867 2.22438
C -0.51585 -0.46939 0.93129
C -1.23880 0.35022 0.05317
C -0.55938 0.97300 -1.00813
C 0.82357 0.77813 -1.22466
C 1.57121 -0.00462 -0.33198
Br 3.46762 -0.37019 -0.65811
C 0.85531 -0.61000 0.73199
H -2.50232 -1.40885 1.56424
H -2.30355 0.51618 0.07588
H -1.11662 1.56246 -1.70517
H 1.38235 1.21663 -2.06035
H 1.44488 -1.22489 1.40745
```

Mulliken population analysis, charges in e, atoms 1 to 8:
1. S -0.27
2. C 0.48
3. C -0.38
4. C -0.56
5. C -0.28
6. C -0.18
7. Br -0.16
8. C -0.18

***

ORCA calculation (ωB97M-V with the def2-TZVPD basis set) on C18H42BeN6O10S as an isolated structure in a non-equilibrium geometry.

Results
DFT total energy ... -2204.88878 Eh
Frontier orbital gap ... 6.64 eV
Net charge ... 0
ΔE to the lowest compared entry with this formula, charge and spin ... 37.7 kcal per mole
HOMO level ... -6.489 eV

Geometry as XYZ:
```
78
C18H42BeN6O10S | the Open Molecules 2025 dataset | ωB97M-V with the def2-TZVPD basis set
Be 1.32839 -0.32289 0.02869
S 2.89163 -2.33866 -0.03126
O 3.93816 -2.83849 0.87468
O 1.56701 -2.05581 0.59241
O 3.25577 -1.01133 -0.58890
O 2.82308 -3.38033 -1.07122
C 2.26154 1.92968 -2.50891
O 1.96765 1.45871 -1.43185
N 1.43306 2.06690 -3.56491
C 1.68458 3.03085 -4.60092
C 0.05270 1.60082 -3.49688
H 3.25893 2.28915 -2.80922
H 2.74915 3.24667 -4.67080
H 1.18097 3.97299 -4.35191
H 1.23680 2.66810 -5.52554
H -0.12561 1.15581 -4.47629
H -0.16564 0.84212 -2.75242
H -0.59371 2.43754 -3.21052
C 0.41214 -2.37560 -2.36307
O 0.72773 -1.19445 -2.25713
N -0.77223 -2.84302 -2.79862
C -0.98973 -4.27782 -2.86648
C -1.72946 -1.95682 -3.40268
H 1.17400 -3.14809 -2.16013
H -1.40973 -4.74530 -1.97019
H -0.08786 -4.86593 -3.03371
H -1.70961 -4.43563 -3.66940
H -2.59882 -1.80299 -2.74946
H -1.31963 -0.98541 -3.66059
H -2.23340 -2.35770 -4.28657
C -1.05325 -2.90537 0.64693
O -0.91104 -1.72902 0.38249
N -2.25611 -3.52855 0.69624
C -2.38486 -4.88172 1.21879
C -3.46871 -2.75437 0.64198
H -0.22326 -3.57252 0.91639
H -2.82262 -4.73091 2.21577
H -1.50505 -5.50096 1.35320
H -3.20140 -5.36796 0.68330
H -3.36603 -1.81626 0.08669
H -4.26268 -3.19008 0.03628
H -3.68700 -2.34148 1.63114
C 2.33463 2.61758 2.37365
O 1.96286 1.73500 1.63650
N 3.48561 3.29463 2.18026
C 3.88071 4.48958 2.92072
C 4.40754 2.95152 1.09763
H 1.87029 3.05106 3.27978
H 3.66965 5.32168 2.24404
H 4.91032 4.41119 3.25735
H 3.23480 4.68291 3.77959
H 4.53375 1.87174 1.04603
H 4.05844 3.37833 0.15457
H 5.40100 3.38350 1.21676
C 0.80483 -0.73154 3.60087
O 0.86791 -0.81977 2.39866
N -0.29394 -0.34263 4.29585
C -0.26154 -0.48295 5.76177
C -1.55988 0.06342 3.71345
H 1.65615 -0.89297 4.27867
H 0.71638 -0.77022 6.13878
H -1.06554 -1.18541 5.98365
H -0.45082 0.46116 6.28011
H -2.32225 -0.68087 3.95573
H -1.80000 1.02770 4.16458
H -1.48198 0.15991 2.63224
C -1.24803 2.16804 0.04794
O -0.42099 1.27866 0.00163
N -2.30561 2.13880 -0.79959
C -3.25945 3.24357 -0.79669
C -2.64559 0.97128 -1.59802
H -1.27420 3.06051 0.68630
H -3.13630 3.76566 -1.75018
H -3.02865 4.06940 -0.12073
H -4.27124 2.90538 -0.58178
H -2.66360 1.23234 -2.65258
H -1.87204 0.22114 -1.42390
H -3.49908 0.50683 -1.09904
```

Mulliken population analysis, charges in e, atoms 1 to 8:
1. Be 1.28
2. S 1.15
3. O -0.72
4. O -0.34
5. O -0.68
6. O -0.87
7. C -0.12
8. O -0.43

***

ORCA calculation (ωB97M-V with the def2-TZVPD basis set) on C29H54LuP2Si as an isolated structure in a non-equilibrium geometry.

Results
DFT total energy ... -3344.75570 Eh
Frontier orbital gap (spin up / spin down) ... 4.70 / 4.30 eV
Net charge ... +1
ΔE to the lowest compared entry with this formula, charge and spin ... 99.5 kcal per mole
HOMO level (spin up / spin down) ... -7.997 / -7.592 eV

Geometry as XYZ:
```
87
C29H54LuP2Si | the Open Molecules 2025 dataset | ωB97M-V with the def2-TZVPD basis set
Lu -1.03435 0.16947 -1.60131
C -2.70488 1.68053 -0.73850
C -3.38260 0.73390 -1.57316
C -2.63401 -0.38896 0.31154
C -2.31931 0.99776 0.46395
C -3.34507 -0.54202 -0.91324
C -2.53083 3.13171 -1.03008
H -2.41620 3.35456 -2.10407
H -1.64696 3.52279 -0.50765
H -3.40948 3.69154 -0.67389
C -1.81921 1.62094 1.71000
H -1.98250 2.70876 1.70167
H -0.74548 1.43035 1.84738
H -2.33308 1.20058 2.59274
C -2.32365 -1.44923 1.30248
H -3.00377 -1.42976 2.17005
H -1.30905 -1.28133 1.68365
H -2.35330 -2.46004 0.87096
C -3.87939 -1.83155 -1.42282
H -4.70461 -1.67325 -2.13419
H -4.24274 -2.44858 -0.58724
H -3.09894 -2.42742 -1.93324
C -4.02886 1.08128 -2.86310
H -4.96689 1.62691 -2.68332
H -4.26182 0.19429 -3.46061
H -3.39078 1.74744 -3.46040
C 1.14872 0.67069 -2.13108
C 0.31146 1.69680 -2.59016
C -0.16923 1.78508 -4.02405
C -0.91290 0.55220 -4.64108
C -1.31180 -0.57508 -3.71383
C -0.39066 -1.44110 -3.14656
C 1.05530 -1.42570 -3.62766
C 1.90238 -0.24138 -3.07334
H 0.67152 2.04379 -4.69107
H -0.31947 0.16885 -5.48531
H -0.83766 2.66007 -4.10978
H 2.32890 0.33864 -3.91044
H 1.49784 0.62283 -1.08313
H 0.26725 2.64561 -2.03817
H 2.78228 -0.64732 -2.54145
H 1.55640 -2.37460 -3.38037
H -0.71687 -2.37866 -2.66565
H 1.10464 -1.39160 -4.73184
H -1.82405 0.92371 -5.13830
H -2.36403 -0.88751 -3.76338
P 2.69277 2.43757 1.55558
C 2.48566 3.66502 2.84971
H 3.43958 4.15402 3.07062
H 2.10420 3.15225 3.73706
H 1.74231 4.40074 2.52288
C 4.37786 1.83089 1.46107
H 5.03003 2.52496 2.00704
H 4.69816 1.75504 0.41273
H 4.42366 0.83365 1.92301
C 2.13999 3.16925 0.02761
H 2.29079 2.48926 -0.81972
H 2.65889 4.11877 -0.15588
H 1.06196 3.35124 0.14175
P 1.02930 -3.03592 -0.18920
C 0.17783 -4.63190 -0.48235
H 0.87740 -5.47762 -0.46583
H -0.29934 -4.58293 -1.47124
H -0.60696 -4.77819 0.27185
C 2.74075 -3.37956 -0.74176
H 2.76087 -3.52732 -1.83299
H 3.13110 -4.27527 -0.23822
H 3.37023 -2.51004 -0.49599
C 1.19336 -3.01084 1.62596
H 2.12298 -3.53676 1.90828
H 0.31824 -3.51370 2.07668
H 1.23917 -1.96332 1.98025
C 2.17361 -1.45486 5.01131
Si 0.77143 -0.31778 4.51848
C -0.83891 -1.27921 4.49025
C 0.62684 1.15653 5.68411
C 1.14014 0.35261 2.83390
C 1.61538 1.10731 1.96110
H 2.17103 -1.54121 6.10672
H 3.14337 -1.04673 4.69370
H 2.06410 -2.46002 4.58235
H -1.13886 -1.50789 5.52594
H -1.64957 -0.69813 4.02298
H -0.73947 -2.23230 3.94811
H 1.59683 1.64954 5.84672
H -0.06057 1.89876 5.25133
H 0.22893 0.85726 6.66445
```

Mulliken population analysis, charges in e, atoms 1 to 8:
1. Lu 0.41
2. C -0.08
3. C 0.97
4. C 0.20
5. C 0.88
6. C 0.09
7. C -1.49
8. H 0.31